# 1
Here is C22H33B2BrF8N4O3Sn as an isolated structure from the OMol25 dataset. Energies are from the ωB97M-V functional and the def2-TZVPD basis.

Atoms and positions in Å:
Sn1 -0.2273 0.7217 0.1143
C1 -0.3202 -3.3413 3.1745
N1 -1.3354 -3.1102 2.1807
C2 -2.4101 -2.1848 2.4252
C3 -1.3996 -4.0142 1.0431
C4 -1.7066 -3.3490 -0.2952
N2 -0.7362 -2.3427 -0.7159
C5 -1.2096 -1.7948 -1.9916
C6 0.5938 -2.9189 -0.9132
H1 -0.4256 -4.3664 3.5474
H2 -0.4107 -2.6270 3.9860
H3 0.6605 -3.2584 2.6989
H4 -3.2777 -2.7588 2.7776
H5 -2.6873 -1.6724 1.5065
H6 -2.1159 -1.4736 3.1893
H7 -2.2069 -4.7245 1.2653
H8 -0.4683 -4.5754 1.0175
H9 -2.6945 -2.8878 -0.2669
H10 -1.7692 -4.1716 -1.0246
H11 -1.2829 -2.5734 -2.7626
H12 -0.5071 -1.0414 -2.3573
H13 -2.1852 -1.3293 -1.8672
H14 0.5838 -3.7279 -1.6564
H15 1.0081 -3.2950 0.0197
H16 1.2714 -2.1390 -1.2625
C7 3.0976 0.6300 -1.6147
O1 1.7890 1.2235 -1.6954
C8 1.4368 1.7916 -2.8879
C9 2.1791 1.7278 -4.0514
C10 1.7106 2.3515 -5.2099
Br1 2.7481 2.2701 -6.7722
C11 0.5034 3.0076 -5.2169
C12 -0.2744 3.0454 -4.0463
C13 0.2223 2.4776 -2.8740
O2 -0.3592 2.5615 -1.6429
C14 -1.5781 3.6662 -4.1348
N3 -1.8483 4.6763 -4.9969
C15 -3.1240 4.9802 -4.7945
C16 -3.9223 5.9814 -5.4284
C17 -5.2254 6.0641 -5.0487
C18 -5.7632 5.1916 -4.0597
C19 -5.0088 4.2047 -3.4099
C20 -3.6982 4.1267 -3.7882
N4 -2.6546 3.3091 -3.3940
H17 3.8595 1.3751 -1.8413
H18 3.1767 -0.2138 -2.3009
H19 3.2075 0.2895 -0.5913
H20 3.1280 1.2127 -4.0787
H21 0.1263 3.4818 -6.1112
H22 -1.1985 3.0412 -1.5975
H23 -3.4845 6.6284 -6.1754
H24 -5.8800 6.7993 -5.4945
H25 -6.8072 5.3005 -3.7965
H26 -5.4432 3.5592 -2.6583
H27 -2.7614 2.4384 -2.8648
F1 1.8097 0.6880 1.3012
B1 1.4807 -0.3921 2.2667
F2 0.0169 -0.2922 2.2910
F3 1.8089 -1.5816 1.6677
F4 2.0016 -0.1503 3.4745
F5 -2.9550 1.0041 -1.8751
B2 -3.3095 1.2967 -0.5207
F6 -2.4450 2.3772 -0.1331
F7 -4.6157 1.6262 -0.4018
F8 -2.9188 0.1892 0.2746
C21 -0.4985 3.2826 3.7442
C22 -1.1638 2.8966 2.4498
O3 -0.1371 2.5377 1.4495
H28 -1.2587 3.5638 4.4726
H29 0.1580 4.1430 3.6071
H30 0.0734 2.4515 4.1610
H31 -1.7375 3.7059 2.0091
H32 -1.8101 2.0269 2.5661
H33 0.7351 2.5828 1.8696

Atoms 1-2, force components in eV/Å:
-0.2 0.0 -0.1
0.0 0.0 0.0

## Properties
Orbital gap (spin up / spin down) = 5.92 / 5.06 eV
ΔE to the lowest compared entry with this formula, charge and spin = 0.000 eV
Charge = +2

***

# 2
Here is a 2-piece molecular cluster, C22H33BN3OS overall in a non-equilibrium geometry from the OMol25 dataset. Energies are from the ωB97M-V functional and the def2-TZVPD basis.

Atoms and positions in Å:
C1 6.7071 0.8727 1.9356
N1 7.7735 1.9454 1.9148
C2 8.7143 1.5156 0.7748
B1 7.2120 3.3354 1.6783
O1 8.2050 4.4661 1.6287
C3 5.6363 3.7301 1.4226
C4 5.3194 4.6901 0.0989
C5 3.7864 5.1506 -0.3153
C6 2.5452 4.6427 0.6369
C7 2.8052 3.7138 2.0030
C8 4.3530 3.2919 2.3439
N2 1.6924 3.2187 2.9014
C9 0.5320 2.6336 2.0995
C10 -0.0937 1.1747 2.5685
C11 -1.3589 0.5544 1.6845
C12 -2.0300 1.3342 0.3951
C13 -1.4091 2.7920 -0.0899
C14 -0.1425 3.3875 0.7693
S1 0.7062 5.0324 0.2942
H1 5.9101 0.9599 1.0808
H2 6.1214 0.9743 2.9676
H3 7.1816 -0.2216 1.9565
H4 9.2379 0.4879 1.0829
H5 9.4832 2.3511 0.4753
H6 8.0362 1.2503 -0.1675
H7 7.8691 5.2309 2.2079
H8 6.2135 5.0414 -0.5742
H9 3.5259 5.8107 -1.2702
H10 4.5659 2.6017 3.2896
H11 2.0151 2.5086 3.5973
H12 0.3873 0.6051 3.4918
H13 -1.7805 -0.4919 2.0100
H14 -2.9277 0.8509 -0.1827
H15 -1.8436 3.3896 -1.0266
C15 -6.0579 -5.3094 -2.6082
C16 -4.6590 -5.4361 -2.0107
C17 -4.3654 -4.4767 -0.8575
N3 -3.9174 -3.0271 -1.2021
C18 -2.4145 -2.9104 -0.9230
C19 -4.2035 -2.5369 -2.6249
C20 -5.5839 -1.9299 -2.5540
C21 -5.6075 -1.2270 -1.2146
C22 -4.6705 -2.0050 -0.3037
H16 -6.0842 -4.5787 -3.4196
H17 -6.3667 -6.2655 -3.0491
H18 -6.8002 -5.0363 -1.8524
H19 -3.8912 -5.4018 -2.7904
H20 -4.6044 -6.4493 -1.5924
H21 -3.5543 -4.9101 -0.2596
H22 -5.2370 -4.4218 -0.1922
H23 -1.8890 -3.6001 -1.5900
H24 -2.2382 -3.1637 0.1241
H25 -2.0984 -1.8777 -1.1139
H26 -3.4702 -1.7533 -2.8580
H27 -4.0817 -3.3390 -3.3506
H28 -6.3715 -2.6849 -2.5751
H29 -5.7685 -1.2437 -3.3846
H30 -6.6235 -1.1845 -0.8079
H31 -5.2553 -0.1986 -1.3223
H32 -5.1989 -2.5319 0.4956
H33 -3.9363 -1.3317 0.1538

Atoms 1-2, force components in eV/Å:
-1.0 -0.8 1.6
-1.4 0.3 -2.7

## Properties
Orbital gap = 7.05 eV
Charge = +1

***

# 3
Here is C22H33Cl3HgNOSi as an isolated structure from the OMol25 dataset. Energies are from the ωB97M-V functional and the def2-TZVPD basis.

Atoms and positions in Å:
Hg1 1.9121 -1.0612 0.4316
Cl1 2.7867 -6.1971 3.3577
C1 1.3001 -5.2935 3.5308
C2 0.3703 -5.7553 4.4454
C3 -0.8152 -5.0764 4.6213
Cl2 -1.9869 -5.7254 5.7642
C4 -1.0908 -3.8868 3.9230
C5 -2.2534 -3.1075 4.1059
C6 -2.4052 -1.9457 3.3934
C7 -1.4038 -1.5738 2.4884
N1 -0.3341 -2.2988 2.2610
C8 -0.1420 -3.4313 2.9560
C9 1.1067 -4.1637 2.6747
O1 1.9041 -3.8192 1.7889
H1 0.5761 -6.6489 5.0189
H2 -2.9988 -3.4331 4.8196
H3 -3.2835 -1.3228 3.5129
H4 -1.4829 -0.6560 1.9172
Cl3 5.5214 -0.3306 -1.3285
C10 4.4863 -1.6019 -0.5579
H5 5.1115 -2.0610 0.2080
H6 4.2976 -2.3287 -1.3500
C11 2.3949 2.7410 -1.0318
C12 0.9740 2.7522 -0.4547
C13 1.1365 2.7011 1.0714
C14 0.3417 4.1086 -0.8027
Si1 -0.0095 1.1179 -1.0135
C15 0.2897 0.8444 -2.9515
C16 0.1629 2.1037 -3.8195
C17 1.6879 0.2532 -3.1707
C18 -0.6995 -0.1975 -3.4828
C19 -1.9647 1.4432 -0.7405
C20 -2.6853 2.3703 -1.7293
C21 -2.1896 2.0154 0.6634
C22 -2.6839 0.0851 -0.7799
H7 3.0141 3.4851 -0.5130
H8 2.4064 2.9922 -2.0942
H9 2.8704 1.7664 -0.8980
H10 1.7745 3.5279 1.4128
H11 1.6046 1.7641 1.3802
H12 0.1774 2.7801 1.5838
H13 1.0122 4.9219 -0.4877
H14 -0.6065 4.2535 -0.2826
H15 0.1605 4.2209 -1.8742
H16 0.9203 2.8449 -3.5618
H17 -0.8180 2.5695 -3.7064
H18 0.2962 1.8510 -4.8821
H19 2.4807 0.9484 -2.9020
H20 1.8253 -0.0177 -4.2270
H21 1.8276 -0.6505 -2.5742
H22 -1.7204 0.1875 -3.5083
H23 -0.6882 -1.0977 -2.8634
H24 -0.4319 -0.4848 -4.5084
H25 -2.2260 3.3604 -1.7713
H26 -3.7351 2.4983 -1.4242
H27 -2.6877 1.9534 -2.7379
H28 -1.8018 3.0300 0.7528
H29 -1.7022 1.4001 1.4216
H30 -3.2633 2.0524 0.8946
H31 -2.7692 -0.2895 -1.7996
H32 -3.7015 0.1770 -0.3746
H33 -2.1497 -0.6644 -0.1950

Atoms 1-2, force components in eV/Å:
0.4 0.3 -0.4
0.1 0.0 0.0

## Properties
Orbital gap (spin up / spin down) = 3.92 / 4.66 eV
ΔE to the lowest compared entry with this formula, charge and spin = 2.101 eV
Charge = -2
Spin multiplicity = 2
⟨S²⟩ = 0.768

***

# 4
Here is one molecule with the formula C22H33FN4O2S from the OMol25 dataset. Energies are from the ωB97M-V functional and the def2-TZVPD basis.

Atoms and positions in Å:
O1 -1.5518 -2.7682 -0.1352
C1 -2.0636 -2.3141 -1.1409
N1 -3.3823 -2.3579 -1.4096
H1 -3.7181 -1.8270 -2.1989
C2 -4.3535 -2.6387 -0.3776
H2 -3.8353 -3.2036 0.3981
C3 -4.9311 -1.3296 0.1850
N2 -3.8658 -0.4015 0.5049
C4 -3.1729 -0.7224 1.7411
C5 -1.9790 0.2177 1.8889
O2 -2.3762 1.5668 1.9061
C6 -3.0663 1.8788 0.7177
C7 -4.2950 0.9858 0.5393
H3 -4.7842 1.2339 -0.4053
H4 -5.0030 1.1709 1.3672
H5 -3.3594 2.9267 0.7971
H6 -2.4004 1.7484 -0.1470
H7 -1.4566 0.0326 2.8292
H8 -1.2960 0.0450 1.0453
H9 -2.8043 -1.7469 1.6963
H10 -3.8401 -0.6138 2.6151
H11 -5.5722 -1.5610 1.0528
H12 -5.5565 -0.8654 -0.5835
H13 -5.1594 -3.2526 -0.7882
C8 -1.2075 -1.6832 -2.2430
N3 0.0635 -1.3024 -1.6816
C9 0.2946 -0.0212 -1.2730
N4 1.1723 0.1638 -0.2627
C10 1.4760 -0.9000 0.6742
C11 2.7410 -1.6593 0.3482
C12 3.4315 -2.3191 1.3582
C13 4.5915 -3.0310 1.1250
C14 5.0911 -3.0893 -0.1646
C15 4.4268 -2.4405 -1.1909
C16 3.2632 -1.7346 -0.9362
H14 2.7553 -1.2297 -1.7439
H15 4.8147 -2.4824 -2.1971
H16 5.9976 -3.6393 -0.3638
H17 5.0862 -3.5231 1.9472
F1 2.9513 -2.2573 2.6214
H18 1.5776 -0.4524 1.6687
H19 0.6315 -1.5981 0.7453
C17 1.8488 1.4358 0.0026
C18 0.9177 2.4878 0.6117
C19 1.7253 3.7191 1.0073
C20 2.4527 4.2887 -0.2067
C21 3.3659 3.2341 -0.8241
C22 2.5622 2.0012 -1.2264
H20 1.8317 2.2789 -1.9852
H21 3.2251 1.2415 -1.6479
H22 3.8681 3.6433 -1.7027
H23 4.1355 2.9496 -0.1013
H24 3.0383 5.1632 0.0845
H25 1.7179 4.6058 -0.9491
H26 1.0570 4.4710 1.4300
H27 2.4551 3.4496 1.7758
H28 0.1623 2.7698 -0.1204
H29 0.4052 2.0744 1.4826
H30 2.6247 1.1996 0.7404
S1 -0.4619 1.2198 -2.0781
H31 0.4678 -2.0456 -1.1257
H32 -1.6825 -0.7853 -2.6471
H33 -1.0520 -2.4071 -3.0494

Atoms 1-2, force components in eV/Å:
0.1 -0.1 0.4
0.1 0.2 -0.6

## Properties
Orbital gap = 8.66 eV
ΔE to the lowest compared entry with this formula, charge and spin = 0.233 eV
Charge = 0
SMILES string = O=C(CNC(=S)N(Cc1ccccc1F)C1CCCCC1)NCCN1CCOCC1